1.
This record from the OMol25 dataset describes the molecule C5H7NS2. The level of theory is the ωB97M-V functional and the def2-TZVPD basis.

Each line ends with the Löwdin charge.
Cartesian coordinates (Å):
C1 0.912 0.679 -0.096  -0.160
C2 -0.068 2.869 0.390  -0.757
C3 0.247 -0.672 -0.330  -0.920
C4 0.418 -1.492 1.014  -0.114
C5 -1.200 -0.467 -0.886  -0.136
N1 0.289 1.793 0.067  0.053
S1 -0.699 4.263 0.656  0.720
S2 1.207 -1.497 -1.630  0.708
H1 1.994 0.767 -0.204  0.115
H2 -0.556 -2.021 1.327  0.093
H3 0.806 -0.790 1.839  0.085
H4 1.345 -2.254 1.007  0.097
H5 -1.189 0.251 -1.753  0.094
H6 -1.939 0.012 -0.267  0.066
H7 -1.566 -1.442 -1.135  0.056

The value obtained for the relative energy (zero: lowest compared OMol25 entry of this formula, charge and spin) is 318.52 kJ/mol. The highest occupied orbital energy (alpha / beta) is -9.32 / -7.50 eV. The electronic energy is -28455.5656 eV. For the maximum force, the calculation gives 2.763 eV Å⁻¹. The calculation puts the HOMO-LUMO gap (alpha / beta) at 8.4 / 5.4 eV.

=====

2.
This record from the OMol25 dataset describes a structure of composition C28H50CeN3O2P2. The level of theory is the ωB97M-V functional and the def2-TZVPD basis.

Each line ends with the Löwdin charge.
Cartesian coordinates (Å):
Ce1 0.484 0.402 -0.763  1.093
P1 1.411 2.153 1.288  1.090
P2 2.282 -1.581 -1.949  1.009
N1 2.652 1.479 -1.474  -0.217
C1 1.937 3.411 -0.019  -0.203
H1 1.180 4.214 -0.079  0.118
H2 2.857 3.901 0.348  0.111
C2 2.179 2.892 -1.450  -0.232
H3 1.246 2.916 -2.047  0.126
H4 2.915 3.548 -1.951  0.152
C3 3.339 1.003 -2.744  -0.179
H5 4.417 0.890 -2.532  0.138
H6 3.238 1.777 -3.520  0.135
C4 2.729 -0.314 -3.248  -0.298
H7 3.408 -0.795 -3.965  0.103
H8 1.782 -0.072 -3.768  0.097
C5 1.222 -2.819 -2.888  -0.511
C6 -0.260 -2.442 -2.744  -0.110
H9 -0.483 -1.440 -3.149  0.076
H10 -0.575 -2.498 -1.687  0.069
H11 -0.851 -3.175 -3.309  0.107
C7 3.933 -2.355 -1.696  -0.521
C8 3.973 -3.261 -0.449  -0.098
H12 4.980 -3.238 -0.013  0.096
H13 3.738 -4.306 -0.685  0.082
H14 3.278 -2.914 0.325  0.061
C9 2.430 2.512 2.749  -0.504
C10 1.950 1.762 4.003  -0.077
H15 2.776 1.728 4.728  0.110
H16 1.678 0.721 3.788  0.080
H17 1.100 2.247 4.502  0.085
C11 -0.371 2.677 1.784  -0.462
C12 -1.052 1.607 2.646  -0.082
H18 -2.127 1.617 2.415  0.100
H19 -0.937 1.831 3.717  0.095
H20 -0.678 0.591 2.467  0.072
C13 2.033 0.086 1.117  -0.302
C14 4.455 -3.018 -2.984  -0.092
H21 3.739 -3.000 -3.816  0.066
H22 5.351 -2.494 -3.345  0.095
H23 4.742 -4.065 -2.823  0.097
C15 2.774 3.991 3.040  -0.071
H24 2.849 4.176 4.122  0.108
H25 3.760 4.228 2.613  0.094
H26 2.062 4.710 2.620  0.066
C16 -0.500 4.064 2.424  -0.073
H27 -1.563 4.276 2.614  0.113
H28 0.005 4.134 3.396  0.088
H29 -0.128 4.882 1.791  0.085
C17 1.420 -4.277 -2.449  -0.083
H30 1.365 -4.393 -1.360  0.086
H31 0.612 -4.887 -2.874  0.097
H32 2.363 -4.724 -2.789  0.082
H33 1.535 -2.725 -3.944  0.121
H34 -0.897 2.732 0.810  0.103
H35 4.599 -1.499 -1.482  0.106
H36 3.383 2.039 2.463  0.115
O1 1.176 -0.900 1.035  -0.249
H37 3.353 1.362 -0.733  0.117
H38 3.074 -0.347 1.036  0.148
C18 -5.688 -2.324 0.457  0.026
N2 -4.293 -1.985 0.710  -0.027
N3 -3.753 -0.836 0.205  0.077
C19 -2.398 -0.930 0.245  -0.341
O2 -1.623 0.013 -0.178  -0.260
C20 -2.094 -2.209 0.778  0.080
C21 -3.290 -2.863 0.961  -0.214
C22 -3.531 -4.274 1.336  0.022
C23 -4.481 0.379 0.049  -0.179
C24 -5.513 0.686 0.942  -0.017
C25 -6.137 1.938 0.846  -0.034
C26 -5.663 2.887 -0.073  -0.044
C27 -4.566 2.592 -0.902  -0.055
C28 -4.007 1.320 -0.873  -0.024
H39 -6.181 -2.613 1.396  0.120
H40 -5.769 -3.152 -0.264  0.118
H41 -6.202 -1.462 0.025  0.095
H42 -1.104 -2.576 0.981  0.126
H43 -3.089 -4.497 2.314  0.110
H44 -4.594 -4.524 1.392  0.089
H45 -3.073 -4.969 0.619  0.110
H46 -5.818 -0.033 1.705  0.122
H47 -6.993 2.157 1.489  0.126
H48 -6.155 3.859 -0.157  0.122
H49 -4.153 3.337 -1.583  0.115
H50 -3.175 1.060 -1.532  0.108

The highest occupied orbital energy (alpha / beta) is -16.03 / -16.03 eV. The electronic energy is -69891.7114 eV. For the maximum force, the calculation gives 5.497 eV Å⁻¹. The calculation puts the HOMO-LUMO gap (alpha / beta) at 6.1 / 6.1 eV. Its charge is +3.

=====

3.
This record from the OMol25 dataset describes a cluster of 7 separate species, H15NO6 in total. The level of theory is the ωB97M-V functional and the def2-TZVPD basis.

Each line ends with the Löwdin charge.
Cartesian coordinates (Å):
N1 0.495 1.730 -1.083  0.036
H1 0.570 2.107 -2.021  0.031
H2 0.886 2.401 -0.439  0.021
H3 0.950 0.827 -1.086  -0.022
H4 -1.362 -0.806 1.719  0.040
H5 -0.155 -1.273 2.583  0.016
O1 -0.880 -1.565 2.049  -0.060
H6 -1.716 0.125 -0.708  0.010
H7 -1.527 -1.128 -1.567  0.056
O2 -1.546 -0.843 -0.646  -0.066
H8 1.541 -1.554 -0.898  0.016
H9 2.788 -1.077 -1.698  0.028
O3 2.091 -0.759 -1.137  -0.093
H10 0.729 1.486 2.165  0.038
H11 1.564 0.413 1.456  0.036
O4 0.942 0.558 2.175  -0.034
H12 -0.233 -2.000 0.398  -0.001
H13 1.012 -2.554 1.172  0.066
O5 0.632 -2.429 0.282  -0.093
H14 -2.912 2.005 -1.386  0.052
H15 -1.501 2.371 -0.743  0.002
O6 -2.368 1.968 -0.589  -0.080

The value obtained for the relative energy (zero: lowest compared OMol25 entry of this formula, charge and spin) is 79.59 kJ/mol. The highest occupied orbital energy is -10.17 eV. The electronic energy is -14019.0113 eV. For the maximum force, the calculation gives 1.728 eV Å⁻¹. The calculation puts the HOMO-LUMO gap at 10.6 eV.